[1]
102
Properties=species:S:1:pos:R:3:forces:R:3:mulliken_charge:R:1 method="wB97M-V/def2-TZVPD" e_homo_ha=-0.13498 homo_lumo_gap_ev=6.091 charge=-1 multiplicity=1 relative_energy_kcal_mol=0.0
Zr 0.116 0.438 -0.011 -0.03 -0.09 0.08 -1.130
O -0.112 -1.321 1.330 0.00 0.04 -0.01 1.145
C 0.517 -2.421 1.611 0.00 0.01 -0.01 -0.477
C 0.333 -3.057 2.857 0.01 0.00 0.00 -0.902
C 1.012 -4.213 3.174 -0.01 0.00 0.01 -0.569
C 1.891 -4.804 2.263 0.00 0.01 -0.02 -1.041
C 2.056 -4.213 1.028 0.00 -0.01 0.02 -0.637
C 1.387 -3.034 0.681 0.01 0.02 -0.01 1.587
C 1.559 -2.515 -0.655 0.00 -0.02 -0.01 -1.387
N 1.086 -1.417 -1.118 0.02 -0.03 -0.02 1.140
N 1.304 -1.275 -2.489 0.01 -0.01 -0.01 -1.275
C 0.800 -0.157 -2.911 0.01 0.02 0.02 0.257
O 0.211 0.722 -2.181 0.01 0.01 -0.01 1.084
C 0.894 0.134 -4.370 0.00 0.00 -0.01 -0.250
C 0.024 1.068 -4.923 0.00 0.00 0.00 -0.118
C 0.085 1.367 -6.277 0.00 -0.01 -0.01 -0.996
C 1.022 0.739 -7.084 0.00 0.00 0.00 -0.387
C 1.892 -0.196 -6.534 0.01 0.00 0.00 -0.777
C 1.826 -0.501 -5.184 0.00 0.00 0.01 -0.287
H -0.333 -2.589 3.573 0.00 0.00 0.00 0.131
H 0.864 -4.665 4.148 0.00 0.00 0.00 0.444
H 2.425 -5.710 2.519 0.00 0.00 0.00 0.348
H 2.719 -4.662 0.295 0.00 0.00 0.00 0.411
H 2.107 -3.141 -1.359 -0.01 0.00 -0.01 0.343
H -0.700 1.542 -4.272 0.00 0.00 0.00 0.633
H -0.600 2.091 -6.702 0.00 0.00 0.00 0.425
H 1.076 0.975 -8.140 0.00 0.00 0.00 0.379
H 2.625 -0.687 -7.162 0.00 0.00 0.00 0.384
H 2.492 -1.229 -4.739 0.00 0.00 0.00 0.439
F -3.263 -3.966 -1.278 0.00 0.00 0.00 -0.401
C -3.124 -2.618 -1.348 0.04 0.00 0.00 0.021
C -2.094 -2.002 -0.670 -0.01 0.00 0.00 -1.186
C -1.933 -0.615 -0.708 0.01 0.01 -0.02 2.684
C -2.867 0.130 -1.464 -0.01 -0.02 -0.02 -0.724
C -3.864 -0.550 -2.159 -0.01 -0.01 0.00 0.990
F -4.763 0.108 -2.949 0.00 0.00 0.01 -0.388
C -4.026 -1.918 -2.118 -0.02 0.00 0.00 -1.074
C -2.745 1.606 -1.437 0.01 0.00 -0.01 0.022
C -3.688 2.490 -1.975 -0.02 0.01 0.00 -0.574
C -3.536 3.851 -1.795 0.01 0.01 0.00 -0.929
C -2.456 4.320 -1.070 -0.01 0.00 0.00 -0.986
C -1.548 3.392 -0.592 0.00 -0.01 0.00 -1.220
N -1.670 2.079 -0.783 0.02 0.00 0.02 1.409
H -1.403 -2.629 -0.120 -0.01 -0.01 0.00 0.601
H -4.816 -2.406 -2.671 0.00 0.00 0.00 0.537
H -4.538 2.112 -2.514 0.01 0.00 0.00 0.695
H -4.262 4.537 -2.215 0.00 0.00 0.00 0.421
H -2.294 5.374 -0.895 0.00 0.00 0.00 0.561
H -0.674 3.707 -0.043 0.00 0.00 0.00 0.900
C 2.852 2.305 2.390 -0.01 0.01 0.00 -1.558
Si 1.861 0.673 2.215 0.02 0.01 0.00 1.087
C 0.992 0.580 3.924 0.00 0.00 0.00 -1.251
C 3.260 -0.624 2.361 -0.01 0.00 -0.02 -1.445
H 3.350 2.337 3.366 0.01 0.00 0.00 0.484
H 2.214 3.187 2.299 0.00 0.00 0.00 0.273
H 3.634 2.377 1.628 0.00 0.00 0.00 0.234
H 1.725 0.473 4.730 -0.01 0.00 0.01 0.676
H 0.294 -0.261 3.984 0.01 0.00 -0.01 0.138
H 0.428 1.501 4.102 0.01 0.00 0.00 0.057
H 3.962 -0.332 3.150 0.00 0.00 0.01 0.471
H 3.813 -0.685 1.419 0.01 0.00 0.01 0.224
H 2.895 -1.627 2.596 0.00 0.00 0.01 0.304
O -1.125 1.332 1.702 -0.04 0.00 0.03 -0.313
C -2.055 0.940 2.429 0.04 0.02 -0.02 0.027
C -2.845 1.946 3.225 0.01 0.01 0.01 -1.226
C -2.712 1.766 4.743 0.00 0.00 0.00 -0.579
C -3.585 0.657 5.325 0.01 -0.01 0.00 -0.860
C -3.260 -0.747 4.824 0.01 0.02 -0.02 -0.545
C -3.434 -0.915 3.317 -0.02 -0.01 0.00 -1.019
N -2.361 -0.347 2.526 -0.01 -0.06 0.03 1.076
H -3.899 1.884 2.933 0.00 0.00 -0.01 0.495
H -2.474 2.923 2.919 0.00 0.00 0.01 0.398
H -2.987 2.710 5.220 0.00 0.00 0.01 0.431
H -1.663 1.582 4.991 -0.01 0.00 0.00 0.167
H -4.635 0.877 5.095 0.00 0.00 0.00 0.320
H -3.497 0.674 6.415 0.00 0.01 0.00 0.411
H -3.916 -1.462 5.327 0.00 0.00 0.00 0.419
H -2.231 -1.012 5.086 0.00 0.00 0.00 0.218
H -4.396 -0.493 3.004 -0.01 -0.01 0.00 0.456
H -3.463 -1.975 3.065 0.00 0.00 -0.01 0.493
H -1.703 -0.965 2.037 0.00 0.03 -0.01 -0.701
C 1.631 7.015 -0.658 0.00 0.00 -0.01 -1.507
C 1.034 6.154 -1.732 0.01 0.00 0.00 0.915
C -0.011 6.599 -2.525 -0.01 0.00 0.00 -0.689
C -0.553 5.772 -3.497 0.01 0.01 0.00 -0.051
Cl -1.892 6.350 -4.459 -0.01 0.00 0.00 -0.287
C -0.073 4.495 -3.687 0.00 -0.01 0.01 -0.698
C 0.972 4.030 -2.899 -0.01 0.01 -0.01 0.190
C 1.530 4.860 -1.935 0.00 -0.01 0.00 0.495
O 2.573 4.521 -1.130 0.00 0.00 0.00 -0.406
C 3.079 3.205 -1.200 0.00 0.01 0.00 -1.221
C 2.132 2.152 -0.654 0.00 -0.02 0.01 0.985
O 2.465 0.955 -0.721 -0.03 0.00 0.02 -0.576
O 1.026 2.511 -0.162 0.02 0.04 -0.04 -0.418
H 1.119 7.976 -0.604 0.00 0.00 0.00 0.407
H 2.692 7.192 -0.842 0.00 0.00 0.00 0.313
H 1.563 6.521 0.313 0.00 0.00 0.00 0.239
H -0.411 7.595 -2.381 0.00 0.00 0.00 0.375
H -0.519 3.849 -4.431 0.00 0.00 0.00 0.476
H 1.295 3.005 -3.025 0.00 0.00 0.00 -0.022
H 3.985 3.199 -0.596 0.00 0.00 0.00 0.414
H 3.350 2.930 -2.224 0.00 0.00 0.00 0.429

[2]
13
Properties=species:S:1:pos:R:3:forces:R:3:mulliken_charge:R:1 method="wB97M-V/def2-TZVPD" e_homo_ha=-0.33306 homo_lumo_gap_ev=9.800 charge=0 multiplicity=1 relative_energy_kcal_mol=47.6
C 1.235 0.487 -1.268 1.76 -1.74 -1.83 -0.848
N -0.025 0.401 -0.687 -3.41 0.88 2.79 -0.436
C -0.370 0.962 0.452 1.78 -1.72 -2.42 0.155
N 0.439 1.695 1.295 -2.64 0.89 1.67 -0.418
H 1.228 0.060 -2.366 -0.26 0.81 1.98 0.216
H 1.852 -0.319 -0.708 0.01 1.81 -0.76 0.287
H 1.627 1.521 -1.399 0.37 -0.61 0.62 0.311
H -1.339 0.676 0.880 0.21 0.44 -0.28 0.279
H 1.339 2.012 0.986 -0.04 0.33 0.05 0.222
H -0.154 2.255 2.013 2.18 -1.15 -1.76 0.247
O -1.336 -3.024 0.149 -0.52 -2.62 0.75 -0.649
H -1.549 -2.142 -0.028 0.31 2.06 -0.60 0.321
H -0.408 -3.231 0.070 0.26 0.62 -0.20 0.313

[3]
10
Properties=species:S:1:pos:R:3:forces:R:3:mulliken_charge:R:1 method="wB97M-V/def2-TZVPD" e_homo_ha=-0.37275 homo_lumo_gap_ev=11.133 charge=0 multiplicity=1 relative_energy_kcal_mol=56.4
C -0.139 -0.925 -2.158 0.83 0.96 -1.13 0.009
C -0.003 -0.685 -0.976 -0.42 -1.40 -2.21 -0.414
C 0.271 1.166 0.968 -3.74 -4.65 -0.18 -1.101
C -0.128 -0.627 0.431 0.06 4.78 3.45 0.557
F -1.447 -0.923 0.801 1.70 -0.01 -0.15 -0.247
F 0.763 -1.309 1.165 -0.35 -1.23 -0.34 -0.229
H -0.071 -0.905 -3.291 -0.30 -0.24 2.27 0.377
H 0.306 1.365 2.010 0.36 -0.59 0.95 0.321
H -0.658 1.508 0.615 -0.75 1.36 -0.88 0.334
H 1.107 1.337 0.434 2.62 1.02 -1.78 0.394

[4]
16
Properties=species:S:1:pos:R:3:forces:R:3:mulliken_charge:R:1 method="wB97M-V/def2-TZVPD" e_homo_ha=-0.34860 homo_lumo_gap_ev=10.469 charge=0 smiles="C/N=C/OCCO" multiplicity=1 relative_energy_kcal_mol=60.6
C -2.055 0.947 -1.156 -0.18 0.05 0.04 -0.914
N -1.003 0.306 -0.414 0.19 -0.09 0.30 -0.314
C -1.145 -0.499 0.549 0.12 0.41 -0.28 0.150
O -0.146 -1.109 1.193 0.52 0.24 -0.04 -0.418
C 1.373 -0.869 1.173 -0.57 -0.15 0.20 -0.264
C 1.989 0.090 0.145 -0.35 -0.07 0.24 -0.439
O 1.367 -0.206 -1.056 -0.10 0.52 -0.80 -0.619
H -1.860 2.025 -1.154 -0.17 -0.15 0.00 0.302
H -2.012 0.617 -2.202 -0.05 0.03 0.25 0.283
H -3.061 0.759 -0.760 0.06 -0.01 0.00 0.308
H -2.143 -0.768 0.936 0.50 -0.16 0.08 0.355
H 1.528 -0.597 2.211 0.28 0.06 0.08 0.321
H 1.780 -1.863 0.973 -0.33 0.08 0.10 0.234
H 1.915 1.151 0.448 -0.32 -0.23 -0.06 0.240
H 3.079 -0.082 0.025 -0.53 -0.29 0.42 0.310
H 0.395 0.098 -0.910 0.94 -0.23 -0.53 0.466

[5]
12
Properties=species:S:1:pos:R:3:forces:R:3:mulliken_charge:R:1 method="wB97M-V/def2-TZVPD" e_homo_ha=-0.55254 homo_lumo_gap_ev=10.900 charge=+1 multiplicity=1 relative_energy_kcal_mol=33.8
N -2.059 0.747 0.434 0.69 -0.77 -0.86 -0.898
H -2.318 -0.244 0.419 -0.28 0.58 -0.17 0.270
H 0.638 -1.859 0.516 -2.12 -1.01 1.17 0.214
H -2.273 1.082 1.338 -0.05 0.36 1.27 0.242
H -2.654 1.286 -0.180 -0.21 -0.26 -0.34 0.262
N 0.664 0.606 -0.669 -0.47 1.85 -2.77 -0.222
C 1.468 -0.400 -0.517 1.33 1.89 -0.20 0.227
N 1.436 -1.333 0.404 -2.62 0.49 -1.27 -0.322
H -0.279 0.665 -0.211 0.02 0.00 0.37 0.309
H 0.801 1.433 -1.439 -0.06 -3.18 2.28 0.344
H 2.385 -0.496 -1.046 0.79 1.20 -0.87 0.363
H 2.193 -1.488 0.950 2.98 -1.15 1.40 0.211